Here is a structure of composition C12H15MgN8O12S in a non-equilibrium geometry from the OMol25 dataset. Energies are from ωB97M-V with the def2-TZVPD basis set.

Molecular weight (g/mol): 519.67
Orbital gap (eV): 6.69
HOMO level (eV): -5.32
Relative energy (zero: lowest compared OMol25 entry of this formula, charge and spin) (kJ/mol): 20.1
Lowest unoccupied orbital energy (eV): 1.37

```
! wB97M-V def2-TZVPD RIJCOSX def2/J DEFGRID3
* xyz -1 1
Mg 7.2978 9.3246 11.5108
C 7.9810 6.0655 8.8079
C 7.9140 7.0119 9.9536
N 7.8162 8.2728 9.6945
O 7.8726 8.5755 8.3524
C 7.8351 6.5132 11.3427
C 7.8490 5.0503 11.7382
N 7.6639 7.3831 12.2665
O 7.5580 7.0667 13.5015
H 7.9181 5.0244 9.1186
H 8.9103 6.2267 8.2613
H 7.1808 6.3212 8.0683
H 7.1095 9.1466 8.1940
H 8.0425 4.4633 10.8546
H 6.9150 4.7725 12.2442
H 8.6294 4.8885 12.4720
C 4.1145 13.2830 11.7604
O 5.4595 13.0519 11.4739
C 5.8168 11.7926 11.1988
O 6.9729 11.4415 11.3011
N 4.8414 10.9489 10.8492
N 5.1857 9.5735 10.5956
H 4.0471 14.2527 12.2234
H 3.6952 12.5234 12.4793
H 3.4600 13.2404 10.8726
H 3.9894 11.2867 10.4640
H 5.0981 9.4088 9.5839
H 4.5754 9.0021 11.1754
O 6.8410 11.8102 6.2871
S 5.7273 11.4152 7.1190
N 5.7350 10.1564 7.8528
O 6.7886 8.8397 19.2888
N 7.6004 9.2804 18.5036
O 8.6367 9.8771 18.8162
C 7.3008 9.2100 17.1016
C 6.1441 8.5669 16.6668
C 5.8291 8.6050 15.3629
C 6.5827 9.3282 14.3439
O 6.2135 9.5298 13.1737
C 7.8535 9.8218 14.8668
C 8.1712 9.7965 16.2043
N 8.8607 10.2672 13.9632
O 8.8104 10.0882 12.7636
O 9.7969 10.8832 14.4389
N 4.6667 7.7940 14.9855
O 4.4131 7.6706 13.8107
O 4.0221 7.2347 15.8685
H 5.4576 8.1388 17.3816
H 9.1353 10.1375 16.5542
*
```